{"formula": "C32H74FNO16", "method": "ωB97M-V/def2-TZVPD", "species": ["H", "C", "H", "C", "C", "O", "H", "H", "H", "H", "H", "O", "H", "H", "H", "H", "H", "C", "H", "H", "C", "H", "C", "C", "H", "H", "H", "H", "H", "C", "H", "C", "H", "C", "C", "O", "O", "H", "C", "H", "H", "H", "H", "H", "H", "H", "C", "O", "H", "C", "O", "O", "H", "H", "C", "H", "H", "C", "O", "H", "H", "H", "C", "O", "H", "O", "C", "H", "N", "H", "H", "H", "C", "H", "H", "C", "H", "C", "C", "H", "H", "H", "H", "H", "C", "O", "C", "H", "O", "H", "H", "H", "C", "H", "H", "H", "C", "H", "H", "C", "F", "C", "H", "O", "H", "H", "C", "H", "H", "H", "O", "C", "O", "H", "H", "H", "C", "C", "H", "O", "H", "H", "H", "H"], "coordinates": [[-2.56, -1.36, -0.17], [-6.52, -2.88, 2.73], [-5.97, -2.59, 1.83], [-7.81, -9.87, 4.34], [2.59, -1.03, -1.23], [7.30, 5.83, -2.88], [-4.36, -2.52, 5.04], [5.27, -2.31, 6.21], [7.89, 7.76, -0.18], [4.91, -1.89, 3.83], [-8.99, -5.57, 4.81], [4.56, -0.52, 6.89], [-0.01, -2.84, -6.64], [-3.09, 4.74, -3.87], [3.64, 1.02, -1.23], [-4.75, 1.21, 2.19], [-5.78, -8.66, 3.81], [0.66, 4.89, -1.41], [4.64, 1.45, 5.13], [2.76, -0.79, 7.86], [-2.32, -2.55, -7.31], [-6.03, -0.01, 2.49], [-3.35, 0.59, -1.07], [5.31, -0.68, -1.11], [3.78, -0.74, 1.27], [-1.77, -2.26, -8.21], [0.46, 7.14, -2.28], [6.03, 6.62, -1.41], [-3.37, -2.26, -7.44], [0.25, -1.36, -1.71], [-1.15, 0.52, -9.18], [-0.92, 0.53, -8.11], [0.53, 3.92, -0.91], [-4.59, -2.32, 3.99], [4.52, -1.57, 5.92], [-4.63, 0.19, -0.98], [3.86, -0.15, 4.03], [-4.29, -0.17, 4.17], [0.28, -0.68, -6.47], [-0.16, -2.19, -5.00], [-1.89, -1.59, -2.48], [-1.83, 0.32, -7.55], [9.08, 7.15, -1.34], [-9.65, -6.66, 3.58], [-1.96, 4.27, -2.56], [-1.41, 0.18, 0.24], [-2.06, -0.35, -0.57], [0.10, -0.43, -7.86], [-0.73, 7.75, -1.12], [4.25, 1.21, 4.14], [-1.33, 5.82, -3.82], [-3.05, 1.92, -1.68], [2.41, -1.80, -0.34], [5.22, -1.74, -1.63], [-1.63, 6.81, -2.84], [9.16, 3.94, 0.03], [7.31, -0.09, -2.34], [-1.24, -0.73, -1.95], [-4.10, -0.76, 2.18], [-6.87, -6.45, 5.69], [-1.28, 0.19, -2.67], [9.28, 4.74, -1.55], [-5.12, 0.21, 1.93], [-0.42, 5.74, -1.00], [-2.59, 6.60, -2.35], [-7.61, -6.67, 3.74], [6.59, 4.62, -2.66], [1.36, -0.77, -6.29], [3.84, 0.19, 0.78], [-4.21, -3.16, 3.40], [0.66, 4.73, -2.49], [3.37, 1.83, 3.96], [-0.50, 6.92, -1.80], [3.07, 0.83, 1.06], [-5.25, -8.35, 5.47], [6.25, 0.33, -2.00], [3.54, -2.06, 5.92], [4.87, -1.04, 4.52], [-2.03, 4.60, -3.60], [2.65, 0.16, 6.34], [-1.71, 7.77, -3.36], [1.61, 5.33, -1.09], [0.29, -2.21, -0.88], [-0.55, 1.53, -7.85], [9.28, 4.90, -0.46], [5.91, 1.57, -2.39], [8.12, 6.93, -0.86], [-0.09, 0.16, -5.87], [-1.82, -1.90, -6.15], [-6.47, -3.96, 2.86], [-8.12, -9.24, 3.50], [3.37, 0.88, 7.80], [-8.89, -6.55, 4.35], [-8.71, -10.30, 4.79], [-5.72, -6.22, 4.36], [-2.84, -1.09, 3.75], [-3.92, -1.01, 3.57], [6.91, 7.78, -2.42], [5.90, -0.88, -0.09], [-0.39, -2.00, -6.05], [0.61, -2.08, -3.00], [7.00, 6.82, -1.90], [-9.05, -7.33, 5.11], [1.30, -0.32, -1.44], [-3.81, 2.52, -1.35], [-1.60, 3.83, -4.24], [-6.11, -8.29, 4.79], [-2.27, -3.64, -7.18], [5.53, 4.75, -2.93], [7.02, 3.84, -3.30], [8.21, 5.75, -0.06], [-6.56, -6.83, 4.70], [-7.13, -9.12, 5.34], [-5.35, 0.19, 0.86], [10.23, 5.34, -0.15], [-7.57, -2.59, 2.60], [3.81, -0.03, -0.74], [3.26, -0.05, 7.23], [5.00, 1.44, 3.38], [-6.02, -2.23, 3.89], [6.66, 4.29, -1.62], [-7.17, -10.68, 3.98], [5.85, -0.56, 4.52], [2.99, -1.57, -2.21]], "lowdin_charge": [0.138, -0.100, 0.085, -0.112, -0.155, -0.197, 0.121, 0.123, 0.121, 0.118, 0.088, -0.195, 0.126, 0.089, 0.151, 0.091, 0.125, -0.108, 0.084, 0.086, -0.113, 0.088, -0.238, -0.111, 0.072, 0.083, 0.125, 0.123, 0.087, -0.213, 0.088, -0.112, 0.086, -0.196, -0.194, -0.050, -0.219, 0.125, -0.189, 0.094, 0.150, 0.083, 0.123, 0.089, 0.067, 0.137, -0.074, -0.196, 0.122, -0.116, -0.195, -0.033, 0.137, 0.120, -0.194, 0.088, 0.134, -0.105, -0.207, 0.127, 0.132, 0.085, -0.109, -0.197, 0.123, -0.205, -0.123, 0.124, -0.007, 0.123, 0.086, 0.088, -0.195, 0.081, 0.122, -0.114, 0.124, -0.196, -0.113, 0.083, 0.122, 0.086, 0.173, 0.086, -0.113, -0.085, -0.196, 0.121, -0.200, 0.077, 0.084, 0.090, -0.108, 0.089, 0.116, 0.120, -0.192, 0.121, 0.127, -0.192, -0.108, -0.197, 0.084, -0.137, 0.140, 0.090, -0.194, 0.086, 0.089, 0.080, -0.197, -0.196, -0.196, 0.054, 0.085, 0.091, -0.292, -0.111, 0.084, -0.196, 0.080, 0.086, 0.127, 0.137], "e_lumo_ev": 0.22, "total_charge": 0, "orbital_gap_ev": 9.214, "total_energy_ha": -2621.62691, "e_homo_ev": -9.00}

{"formula": "C40H38BrGeN5SeZr", "method": "ωB97M-V/def2-TZVPD", "species": ["Br", "H", "H", "C", "H", "H", "Se", "N", "C", "H", "C", "H", "H", "H", "H", "C", "C", "H", "C", "N", "C", "H", "C", "H", "C", "H", "C", "H", "C", "C", "H", "C", "C", "C", "C", "C", "H", "N", "H", "N", "C", "H", "C", "C", "H", "H", "C", "H", "H", "C", "C", "C", "C", "H", "C", "C", "H", "H", "C", "H", "H", "H", "N", "C", "C", "C", "C", "C", "H", "C", "Zr", "C", "C", "H", "H", "H", "C", "H", "C", "Ge", "C", "H", "H", "C", "H", "H", "H"], "coordinates": [[0.03, -1.42, -7.34], [-6.02, 1.68, -0.96], [1.72, -3.72, 5.97], [-4.04, 2.49, -1.14], [2.04, -0.03, 4.14], [-2.02, -1.76, -1.07], [-0.06, 0.57, 1.95], [-0.38, 2.82, -1.19], [3.14, 3.81, -1.47], [-4.40, 3.48, -1.39], [-3.13, -0.01, -0.52], [-2.96, 4.88, -1.80], [4.22, -0.45, 0.29], [-1.47, -5.32, 0.13], [2.48, -0.39, 0.58], [0.57, -3.70, -2.12], [2.35, -2.88, 4.09], [2.71, -2.11, 2.12], [-2.46, 2.46, 3.31], [-2.24, 0.98, -0.74], [2.16, 1.03, 4.33], [-2.85, 1.49, 3.00], [1.99, 3.08, -1.26], [1.23, 5.65, -1.96], [1.46, -3.56, 4.93], [1.20, -2.82, -2.21], [1.15, -0.27, -3.56], [0.46, -1.33, -0.45], [-2.60, -1.38, -0.22], [-0.38, -5.69, -3.06], [-1.55, 3.39, 5.80], [0.45, -4.58, -3.18], [-1.07, -5.95, -1.87], [1.19, -0.70, -4.87], [-0.86, 2.80, 5.22], [-1.66, 3.24, -1.32], [3.31, -2.54, 4.47], [2.03, 1.77, -0.86], [-1.72, -6.82, -1.80], [-1.18, 2.28, 3.98], [0.40, 2.41, 5.51], [2.73, 1.48, 3.53], [2.02, -2.63, 2.77], [-0.94, -5.11, -0.79], [2.69, 1.17, 5.27], [-5.19, -0.60, -0.41], [-0.06, 0.05, -2.90], [5.29, 3.75, -1.45], [-3.16, 2.92, 4.00], [0.41, 4.97, -1.78], [-1.25, -0.11, -3.66], [4.41, 1.87, -0.88], [0.64, 3.66, -1.42], [-1.09, 6.44, -2.20], [-0.13, 1.60, 3.52], [-0.11, -3.81, 3.12], [-2.15, -0.62, -5.54], [2.13, -0.92, -5.36], [-4.49, 0.21, -0.59], [-3.41, -2.07, -0.02], [1.00, -4.40, -4.09], [3.10, 4.84, -1.76], [0.85, 1.66, 4.44], [4.37, 3.19, -1.29], [3.23, 1.19, -0.66], [3.26, -0.23, -0.17], [-4.96, 1.48, -0.90], [0.25, -4.03, 4.44], [5.36, 1.37, -0.73], [-2.70, 2.21, -1.06], [0.02, 0.68, -0.83], [-0.11, -3.99, -0.93], [-1.94, 4.54, -1.69], [-0.43, -4.57, 5.09], [-2.34, 3.10, 2.44], [-1.06, -4.18, 2.75], [-0.89, 5.42, -1.92], [-1.96, -1.34, 0.68], [-0.01, -0.83, -5.58], [0.27, -2.85, 0.51], [0.79, -3.11, 2.31], [-0.49, -6.37, -3.90], [-2.22, 0.11, -3.22], [-1.23, -0.53, -4.97], [1.01, 2.60, 6.37], [3.12, -0.93, -0.99], [2.10, -0.17, -3.04]], "lowdin_charge": [0.909, 0.145, 0.135, 0.045, 0.065, 0.070, 0.682, 0.002, 0.047, 0.130, -0.296, 0.132, 0.108, 0.114, 0.004, -0.111, -0.044, 0.095, 0.004, -0.014, 0.007, 0.087, -0.175, 0.132, 0.002, 0.078, -0.144, -0.064, -0.045, 0.010, 0.151, -0.025, -0.020, -0.106, 0.017, -0.170, 0.129, 0.001, 0.134, -0.104, 0.019, 0.101, -0.120, -0.074, 0.113, 0.142, -0.326, 0.146, 0.111, 0.057, -0.111, 0.035, -0.164, 0.148, -0.626, -0.083, 0.120, 0.119, 0.036, 0.110, 0.127, 0.130, -0.102, 0.045, -0.289, -0.035, 0.042, -0.021, 0.143, -0.189, 1.479, -0.377, 0.055, 0.133, 0.095, 0.113, 0.052, 0.018, -0.677, 1.298, -0.367, 0.136, 0.091, -0.094, 0.151, 0.088, 0.085], "e_lumo_ev": -11.99, "total_charge": 4, "orbital_gap_ev": 5.725, "e_above_lowest_kj_mol": 64.66, "total_energy_ha": -8918.92610, "e_homo_ev": -17.71}